(1)
{"formula": "C3H7N3O2", "method": "wB97M-V/def2-TZVPD", "species": ["C", "C", "C", "H", "H", "H", "H", "H", "H", "H", "N", "N", "N", "O", "O"], "xyz": [[-0.104, -1.312, -0.830], [-0.110, 0.124, -0.236], [2.516, 0.269, 1.905], [0.695, -1.468, -1.552], [0.030, -2.052, -0.037], [-1.015, -1.555, -1.470], [-1.108, 1.866, -0.051], [-2.810, 1.160, -1.665], [-2.892, 0.249, -0.338], [3.447, -0.358, 2.053], [-1.089, 1.028, -0.625], [-2.323, 0.479, -1.141], [0.780, 0.653, 0.515], [1.743, -0.317, 0.953], [2.240, 1.233, 2.520]], "total_energy_ev": -11787.0782, "smiles": "C/C(=N\\OC=O)NN", "homo_lumo_gap_ha": 0.353, "de_lowest_kcal_mol": 97.7}

=====

(2)
{"formula": "C3HBr3O", "method": "wB97M-V/def2-TZVPD", "species": ["C", "C", "C", "O", "Br", "Br", "Br", "H"], "xyz": [[1.003, 0.278, 0.324], [1.195, -0.568, -0.635], [-1.828, 0.778, 1.158], [0.599, 0.923, 1.198], [1.911, -0.070, -2.326], [-1.996, 1.169, -0.698], [-2.056, -0.973, 1.381], [1.172, -1.537, -0.402]], "total_energy_ev": -215297.1094, "homo_lumo_gap_ha": 0.300}

=====

| no. | lowest unoccupied orbital energy (eV) |
| --- | --- |
| 1 | 0.84 |
| 2 | -0.95 |